1.
ORCA calculation (the ωB97M-V functional and the def2-TZVPD basis) on a cluster of 2 separate species, C5H8O in total.

The strongest force on any atom is 0.47 eV/A. For the HOMO-LUMO gap, the calculation gives 10.308 eV. Its spin multiplicity is 1. The energy above the lowest of the compared OMol25 structures with the same formula, charge and spin comes out at 405.6 kJ/mol.

```
14
Properties=species:S:1:pos:R:3:forces:R:3:mulliken_charge:R:1
C -1.14264 1.06211 0.70746 0.06 -0.10 0.02 -0.857
C -0.28463 0.12546 0.32761 -0.19 0.27 0.14 0.329
C 0.74418 -0.71039 1.08264 0.03 0.00 0.15 -0.758
C 1.64739 -0.40827 -0.12939 0.43 -0.02 0.13 -0.136
O 1.10561 -1.18175 -1.17932 -0.11 -0.16 -0.04 -0.421
C 0.51566 0.09515 -0.93055 -0.07 0.45 -0.11 -0.218
H -1.50324 1.78159 -0.02492 -0.12 -0.17 0.15 0.323
H -1.47338 1.17226 1.73376 0.08 -0.02 -0.06 0.255
H -2.27563 -0.12880 -1.11506 -0.09 -0.15 -0.28 -0.078
H 1.01769 -0.31382 2.06149 0.03 0.01 -0.16 0.307
H 0.54365 -1.78575 1.13746 0.03 0.24 0.05 0.227
H 2.66721 -0.04485 -0.15293 0.02 -0.33 -0.07 0.421
H -2.02773 -0.43781 -1.74373 -0.21 -0.03 -0.13 0.098
H 0.46585 0.77484 -1.77451 0.12 0.00 0.20 0.509
```
Positions in Å, forces in eV/Å.



2.
ORCA calculation (the ωB97M-V functional and the def2-TZVPD basis) on a structure of composition C8H15ClCrNO6 in a non-equilibrium geometry.

The strongest force on any atom is 3.81 eV/A. Its net charge is +1. For the HOMO-LUMO gap (alpha / beta), the calculation gives 5.173 / 6.385 eV. Its spin multiplicity is 5. The energy above the lowest of the compared OMol25 structures with the same formula, charge and spin comes out at 224.6 kJ/mol.

```
32
Properties=species:S:1:pos:R:3:forces:R:3:mulliken_charge:R:1
Cr 0.16758 -0.85702 -2.37883 -1.89 2.32 1.56 1.062
Cl -0.52550 -0.11899 -0.14574 0.87 -0.97 -2.29 -0.214
C -0.98254 2.16934 2.57239 0.40 0.47 -0.77 -0.556
C -1.51917 3.35162 1.91097 -0.50 0.58 -0.18 0.248
N -1.93715 4.30325 1.41645 0.16 -0.44 0.05 -0.388
H -1.48729 1.28443 2.18477 -0.23 -0.01 0.60 0.160
H -1.00688 2.34743 3.64747 -0.06 -0.53 -0.09 0.342
H 0.04054 2.09803 2.20316 0.23 -0.12 0.40 0.223
C -3.32378 1.29518 -1.91787 -0.68 0.76 1.92 -0.551
O -3.07561 1.83888 -3.20974 1.12 -1.06 -1.98 -0.289
C -2.02366 1.43460 -3.94635 -0.64 2.20 -0.96 0.590
O -1.08102 0.76302 -3.50447 0.03 -0.88 -0.22 -0.404
O -1.96734 1.99573 -5.22248 -0.69 -1.31 2.36 -0.277
C -3.16100 2.66633 -5.82458 -0.30 -0.23 0.72 -0.576
H -3.74456 0.29583 -1.80688 0.56 -0.36 -1.00 0.321
H -4.13511 1.90070 -1.51392 0.06 0.30 -0.26 0.276
H -2.50511 1.45236 -1.21560 0.26 -0.18 -0.46 0.186
H -3.30270 3.67177 -5.42822 0.39 -0.13 0.16 0.292
H -4.06936 2.10120 -5.61572 0.22 -0.15 0.14 0.305
H -3.05615 2.72324 -6.90803 0.66 -0.26 0.27 0.258
C 1.59661 -1.84086 2.21438 0.44 -0.70 -0.39 -0.531
O 2.98124 -1.93811 2.70728 -1.49 -0.37 -0.50 -0.314
C 3.58572 -3.15408 2.82791 -2.82 -2.55 -0.23 0.815
O 3.11784 -4.29376 2.68935 -0.02 2.61 -0.23 -0.601
O 4.78069 -2.93907 3.20365 3.11 0.78 1.29 -0.318
C 5.60765 -4.05681 3.61977 -0.54 -0.57 0.22 -0.639
H 1.04223 -1.01333 2.65707 0.70 0.08 0.40 0.220
H 0.98330 -2.73264 2.34355 0.51 -0.28 0.44 0.370
H 1.59479 -1.66893 1.13802 0.41 0.12 -0.02 0.146
H 5.21981 -4.59210 4.48645 -0.74 0.26 -0.04 0.307
H 6.56275 -3.69251 3.99811 -0.03 0.35 -0.88 0.244
H 5.62317 -4.79472 2.81768 0.51 0.25 -0.04 0.292
```
Positions in Å, forces in eV/Å.



3.
ORCA calculation (the ωB97M-V functional and the def2-TZVPD basis) on a cluster of 5 separate species, C28H51B2NO16PS in total in a non-equilibrium geometry.

The strongest force on any atom is 3.47 eV/A. Its net charge is +1. For the HOMO-LUMO gap, the calculation gives 7.490 eV. Its spin multiplicity is 1.

```
100
Properties=species:S:1:pos:R:3:forces:R:3:mulliken_charge:R:1
C 4.21524 4.26513 1.14307 -0.34 -0.61 0.82 0.038
C 3.20731 3.76011 0.71721 -0.46 -0.20 -0.24 -0.335
C 1.90215 3.16815 0.26211 0.44 0.05 -0.15 -1.214
C 1.49173 1.90998 1.06369 -0.38 0.41 0.26 0.363
C 0.41642 1.93752 1.97875 0.28 -0.76 0.12 0.746
B -0.44434 3.27277 2.24754 0.01 0.89 0.34 0.754
O -0.22570 3.97216 3.40898 -0.38 -0.54 -0.80 -0.578
O -1.39570 3.77041 1.37396 1.04 -0.39 -0.01 -0.650
C 0.07281 0.73851 2.69537 0.85 -0.68 -0.42 0.774
C -1.04793 0.59507 3.72497 -0.27 0.07 0.49 0.047
C -0.87299 1.50061 5.00765 -0.74 0.66 -0.89 -1.333
C -2.48714 0.74003 3.06215 0.40 -1.56 -0.05 -0.330
C -3.36585 -0.47392 3.53992 0.25 -0.01 0.10 -1.397
C 0.83209 -0.44722 2.39338 0.26 1.22 -0.53 -1.179
C 1.88401 -0.42992 1.45780 -0.70 0.32 0.86 -0.698
B 2.61809 -1.84844 1.20880 0.05 -1.08 -0.74 0.775
O 1.80236 -2.89459 0.81475 0.42 1.20 -0.19 -0.299
O 3.95089 -2.10908 1.30429 -1.02 0.20 0.78 -0.535
N 2.21306 0.75736 0.82359 -1.52 -0.31 -0.13 0.220
P 3.60806 0.65909 -0.28879 3.22 0.63 1.11 0.109
S 5.21287 0.75374 0.80197 -0.46 -0.21 -0.41 -0.302
H 5.03934 4.53053 1.80347 -0.40 0.10 -0.90 0.390
H 1.14839 3.97799 0.31368 0.17 -0.64 0.20 0.238
H 1.92411 2.85237 -0.80590 0.11 0.49 0.57 0.554
H -0.83470 4.72699 3.46067 0.26 -0.07 0.06 0.317
H -1.22240 3.50903 0.45863 -0.45 -0.07 0.17 0.286
H -1.01799 -0.45142 4.10211 0.27 0.62 -0.49 0.532
H 0.15055 1.90180 5.11553 -0.47 -0.51 0.23 0.329
H -1.25439 0.97780 5.90147 0.51 0.16 -0.41 0.355
H -1.52766 2.38845 4.85723 0.52 -0.52 0.31 0.317
H -2.37101 0.58129 1.96409 -0.19 0.59 0.61 0.275
H -2.96477 1.70805 3.30228 0.33 -0.44 -0.30 0.286
H -2.79310 -1.42834 3.46770 -0.24 0.70 -0.11 0.308
H -4.25450 -0.61602 2.89281 0.33 0.31 0.61 0.380
H -3.63968 -0.38636 4.61439 -0.08 0.08 -0.76 0.343
H 0.60222 -1.39322 2.90444 0.09 0.52 -0.32 0.404
H 1.02516 -2.56402 0.34125 -0.09 -0.40 0.30 0.248
H 4.39076 -1.59491 2.00018 0.29 0.21 -0.60 0.144
H 3.53881 -0.50981 -1.09069 -0.89 0.27 0.31 0.145
H 3.66056 1.76761 -1.16596 -0.97 -0.45 0.07 0.189
C 3.03323 -6.14775 0.50778 0.25 -0.05 -0.23 -0.907
C 1.59084 -6.44586 0.15659 0.21 -0.01 0.52 -0.280
O 1.34867 -6.25101 -1.24289 -0.20 0.00 -0.07 -0.343
C 1.75292 -7.24760 -2.03881 0.09 0.14 -0.06 0.748
O 2.27738 -8.26844 -1.68321 -0.06 0.01 0.01 -0.539
O 1.48896 -6.90007 -3.30130 -0.06 0.00 0.12 -0.342
C 1.94415 -7.84670 -4.27147 0.05 -0.17 -0.34 -0.638
H 3.31334 -5.15250 0.15795 -0.10 0.05 0.13 0.188
H 3.18680 -6.20189 1.58646 -0.04 0.02 -0.01 0.212
H 3.71043 -6.85649 0.02955 -0.10 -0.08 0.08 0.446
H 0.93595 -5.75028 0.68223 -0.08 0.06 -0.27 0.244
H 1.30317 -7.45316 0.46110 0.07 -0.03 -0.20 0.392
H 1.57747 -8.84746 -4.04894 0.10 0.04 0.11 0.300
H 3.03299 -7.83942 -4.31692 -0.03 -0.12 0.09 0.291
H 1.55131 -7.53902 -5.23797 -0.07 0.19 0.15 0.227
C 4.92309 -4.10011 3.61141 0.24 -0.28 0.10 -0.836
C 4.71162 -2.93501 4.55728 -0.07 -0.10 -0.51 -0.155
O 4.94543 -3.31663 5.91311 -0.08 0.24 0.10 -0.386
C 6.23430 -3.37980 6.27411 0.02 -0.22 0.13 0.721
O 7.17702 -3.13529 5.56883 -0.08 0.09 -0.03 -0.546
O 6.28682 -3.77890 7.54384 -0.08 0.12 -0.12 -0.359
C 7.61471 -3.96769 8.04112 0.31 -0.08 0.27 -0.634
H 4.32504 -4.95924 3.92124 -0.11 0.10 0.00 0.297
H 4.64910 -3.82688 2.59525 -0.01 -0.09 0.03 0.177
H 5.96501 -4.42204 3.61013 0.00 0.13 0.01 0.388
H 3.67070 -2.60666 4.50558 -0.02 -0.06 0.30 0.186
H 5.33586 -2.07863 4.28610 0.16 -0.09 0.14 0.328
H 8.22720 -3.08247 7.87725 -0.04 -0.06 -0.14 0.299
H 8.06810 -4.83958 7.57043 0.04 0.11 -0.08 0.297
H 7.54044 -4.14649 9.11120 -0.24 0.01 -0.07 0.229
C -3.79227 0.73706 -4.67583 0.24 0.03 0.26 -1.181
C -5.14523 1.26228 -4.24381 0.11 -0.07 -0.64 0.146
O -5.28763 1.21264 -2.81257 -0.10 0.16 0.17 -0.389
C -4.68887 2.19304 -2.14480 -0.08 -0.37 -0.22 0.791
O -4.06071 3.10108 -2.62682 0.07 0.05 0.22 -0.573
O -4.88373 1.98688 -0.83606 -0.01 0.08 0.00 -0.383
C -4.22175 2.93231 -0.00026 -0.09 0.15 0.22 -0.417
H -3.61816 -0.25829 -4.26179 -0.12 -0.04 -0.11 0.327
H -3.72906 0.68634 -5.76265 -0.05 0.01 0.02 0.387
H -2.98810 1.37992 -4.31436 -0.08 0.09 -0.10 0.285
H -5.93122 0.62865 -4.65283 -0.07 -0.02 0.31 0.329
H -5.31956 2.27368 -4.61382 0.11 0.03 0.18 0.020
H -4.46985 3.95445 -0.28335 0.12 -0.05 -0.09 0.344
H -3.14638 2.77380 -0.04249 -0.04 0.06 -0.10 0.034
H -4.55868 2.76539 1.02082 -0.08 -0.19 -0.11 0.256
C -5.87142 5.76386 -9.29856 -0.17 -0.18 0.21 -1.088
C -4.78198 6.58230 -8.63633 0.00 -0.13 -0.58 -0.164
O -5.14557 6.93769 -7.29493 0.18 0.03 0.17 -0.384
C -4.98437 5.97888 -6.38285 -0.21 0.13 -0.11 0.766
O -4.55835 4.86955 -6.58422 0.03 0.01 0.06 -0.573
O -5.39691 6.45487 -5.20494 0.07 0.00 -0.06 -0.357
C -5.35105 5.49576 -4.14816 0.06 -0.09 0.29 -0.589
H -6.82989 6.28218 -9.23739 0.07 0.09 -0.10 0.297
H -5.63221 5.58110 -10.34658 0.01 0.05 0.02 0.357
H -5.99604 4.80102 -8.80133 0.11 0.01 -0.04 0.299
H -4.64846 7.51883 -9.17715 -0.06 0.11 0.27 0.298
H -3.82344 6.06143 -8.65005 -0.09 -0.06 0.19 0.294
H -4.36767 5.03876 -4.07047 -0.10 -0.07 -0.13 0.318
H -6.11615 4.73427 -4.30440 0.12 -0.07 -0.04 0.262
H -5.56449 6.01801 -3.21760 -0.05 0.19 -0.17 0.263
```
Positions in Å, forces in eV/Å.



4.
ORCA calculation (the ωB97M-V functional and the def2-TZVPD basis) on a structure of composition C9H10AuBrF3N2O3 in a non-equilibrium geometry.

The strongest force on any atom is 1.20 eV/A. Its net charge is +1. For the HOMO-LUMO gap, the calculation gives 8.254 eV. Its spin multiplicity is 1. The energy above the lowest of the compared OMol25 structures with the same formula, charge and spin comes out at 29.0 kJ/mol.

```
29
Properties=species:S:1:pos:R:3:forces:R:3:mulliken_charge:R:1
Au -0.04108 0.77697 -0.30332 1.12 0.19 -0.40 0.957
O -2.60424 -4.34111 1.78588 0.01 0.01 -0.04 -0.484
C -2.04470 -3.26839 1.23950 -0.03 -0.08 0.09 0.961
C -1.81536 -3.12119 -0.12940 0.00 -0.03 -0.04 -0.641
C -1.24313 -1.96140 -0.57598 0.07 0.11 0.05 -0.262
N -0.89050 -0.96544 0.25890 -0.47 -0.33 -0.16 -0.263
C -1.09287 -1.12133 1.58169 0.09 -0.02 -0.06 0.328
Br -0.52853 0.26328 2.72752 -0.14 -0.15 0.03 -0.096
C -1.66653 -2.24525 2.11094 0.02 0.01 0.01 -0.501
H -2.83310 -5.00780 1.12513 0.00 -0.01 0.01 0.318
H -2.07753 -3.89846 -0.83437 0.00 0.02 0.00 0.363
H -1.04276 -1.80203 -1.62566 -0.02 0.03 0.00 0.487
H -1.81968 -2.34945 3.17471 0.00 0.00 -0.01 0.501
N 0.81766 2.63582 -0.27882 -0.01 0.08 -0.38 -0.553
C 2.28707 2.60353 -0.01230 0.12 0.14 0.03 -0.570
C 2.97985 1.62471 -0.94753 -0.13 -0.14 0.15 -0.696
C 2.92827 0.22962 -0.34833 -0.29 -0.67 0.11 0.682
O 3.89368 -0.46743 -0.19017 -0.01 0.34 -0.13 -0.584
O 1.71000 -0.20799 -0.00681 0.22 0.04 0.56 -0.881
H 0.61703 3.14185 -1.14038 0.07 0.06 0.02 0.395
H 0.33296 3.12479 0.47231 -0.03 0.12 -0.09 0.354
H 2.40524 2.29613 1.02587 0.04 -0.01 0.02 0.365
H 2.67863 3.61641 -0.09946 -0.06 0.02 -0.12 0.409
H 4.01544 1.90067 -1.11997 0.02 0.02 0.02 0.300
H 2.46155 1.58818 -1.91223 0.13 0.15 -0.05 0.342
F -2.67043 0.79098 -1.35456 -0.02 0.09 -0.11 -0.223
C -1.60610 1.59059 -1.28671 -0.61 -0.08 0.76 0.457
F -1.14814 1.79319 -2.53248 -0.06 0.10 -0.19 -0.227
F -2.00271 2.78053 -0.80399 -0.01 -0.02 -0.08 -0.238
```
Positions in Å, forces in eV/Å.